# C4H6N2

An isolated molecule of C4H6N2 (ωB97M-V/def2-TZVPD, OMol25).

The calculation puts the HOMO-LUMO gap at 10.1 eV. The energy relative to the best compared isomer or geometry (same formula, charge and spin) comes out at 0.573 eV. The electronic energy is -265.514514 a.u.

Last column: Löwdin charge in e.
Cartesian coordinates (Å):
1 H -2.33 0.38 -0.52  0.0745
2 N 1.91 -0.07 -0.12  -0.0487
3 H -1.84 -1.32 -0.44  0.0732
4 H -0.11 2.25 0.51  0.1057
5 H 2.85 -0.41 -0.26  0.1466
6 H 0.79 -1.85 -0.47  0.1198
7 N 1.68 1.22 0.18  0.0203
8 C -1.72 -0.34 0.03  -0.0648
9 H -2.12 -0.41 1.04  0.0751
10 C 0.36 1.30 0.27  -0.1326
11 C -0.27 0.05 0.02  -0.2864
12 C 0.78 -0.80 -0.23  -0.0826

# C2H4F2OS

A 2-piece molecular cluster, C2H4F2OS overall (ωB97M-V/def2-TZVPD, OMol25).

The calculation puts the HOMO-LUMO gap (alpha / beta) at 8.9 / 8.9 eV. The energy relative to the best compared isomer or geometry (same formula, charge and spin) comes out at 1.317 eV. The electronic energy is -751.691781 a.u.

Last column: Löwdin charge in e.
Cartesian coordinates (Å):
1 O 2.28 0.84 -0.33  -0.5617
2 F 1.91 -1.30 1.01  -0.1547
3 S 0.92 1.27 -0.01  1.0111
4 H -1.60 -0.85 0.74  0.1601
5 C -1.51 0.14 0.09  -0.0851
6 H 2.07 -0.68 0.26  0.0192
7 C -0.19 0.12 -0.54  -0.5892
8 H -2.38 0.32 -0.49  0.0804
9 H -1.42 0.89 0.78  0.0279
10 F -0.07 -0.76 -1.52  0.0919

# C57H114O15S5

A 12-piece molecular cluster, C57H114O15S5 overall (ωB97M-V/def2-TZVPD, OMol25).

The calculation puts the HOMO-LUMO gap at 8.8 eV. The electronic energy is -5359.547735 a.u.

Last column: Löwdin charge in e.
Cartesian coordinates (Å):
1 H -0.87 7.65 -0.94  0.0641
2 C 2.80 -6.29 -0.56  -0.1311
3 H -9.19 0.28 -2.60  0.0722
4 H -4.54 1.30 -4.69  0.0671
5 H 4.69 -2.83 4.27  0.0573
6 H 4.46 3.52 2.01  0.0807
7 C 0.19 0.40 0.89  -0.1818
8 H 0.73 0.91 -8.02  0.1092
9 C -1.57 -2.04 6.09  -0.2370
10 O 0.75 -4.62 7.87  -0.3004
11 H 1.81 0.96 2.27  0.0996
12 C 0.10 1.49 -1.50  -0.2149
13 C 0.77 -3.57 1.42  -0.1805
14 H 1.53 0.38 8.58  0.0611
15 H -2.49 -4.55 6.29  0.0473
16 S 2.96 0.30 6.68  0.6685
17 H -2.76 -1.74 -2.41  0.0889
18 H -4.87 -4.28 0.29  0.0512
19 H -1.96 -0.86 -8.19  0.0723
20 H -3.07 3.61 1.68  0.0520
21 H 3.17 -3.54 4.47  0.0655
22 H 2.57 1.96 -6.80  0.1037
23 H -3.06 0.39 -8.44  0.0690
24 H -0.48 3.51 -3.60  0.0879
25 C -0.84 -3.38 1.53  -0.2252
26 H 1.47 6.45 0.96  0.0899
27 H 6.39 2.61 3.78  0.1022
28 H -4.10 -2.07 0.18  0.0619
29 C -0.79 -2.59 -2.82  -0.2122
30 C -1.49 -0.61 6.53  -0.0594
31 C 3.81 -2.27 6.25  -0.2041
32 C 0.14 0.73 -7.12  -0.1770
33 C 6.62 0.63 -1.84  -0.0855
34 C 2.53 6.24 1.08  -0.0770
35 H 4.67 -1.91 6.82  0.1153
36 H -5.46 -0.18 1.42  0.1261
37 H -8.20 1.86 -4.56  0.1177
38 C -2.33 -2.70 -2.73  -0.2077
39 H -4.26 -2.43 1.99  0.0827
40 H 5.82 2.44 -1.03  0.1043
41 C -1.70 -5.07 6.81  -0.0932
42 C -4.39 -3.94 -1.82  -0.2646
43 H -9.28 -0.38 -4.21  0.0738
44 H -0.34 -3.58 -2.87  0.0957
45 H -1.66 4.54 -5.89  0.0793
46 H 3.46 -0.56 3.66  0.0798
47 H -0.87 0.17 0.87  0.0944
48 C -7.68 1.10 -3.97  -0.2368
49 O 3.01 -1.12 5.76  -0.3290
50 C -1.42 1.35 -1.89  -0.0946
51 H 2.07 4.22 1.55  0.0892
52 C 3.54 7.19 1.21  -0.1175
53 C 4.86 1.10 3.86  -0.0742
54 H -2.49 -4.81 -2.31  0.1155
55 C -1.65 -4.66 1.88  -0.0968
56 C 5.58 1.44 -1.35  -0.1077
57 H -5.86 -5.11 -0.69  0.0680
58 C -1.98 0.20 -8.44  -0.1491
59 H -2.87 -2.87 -3.66  0.1091
60 H 1.29 2.20 0.10  0.0781
61 H 2.96 -0.69 8.90  0.0639
62 O -3.53 0.20 2.38  -0.2933
63 H 2.18 2.04 -3.66  0.0380
64 H 0.69 -1.76 -4.29  0.0589
65 C 2.68 2.38 -4.57  -0.0959
66 C 0.34 -0.48 3.20  -0.0903
67 H -4.21 -5.69 -0.50  0.0746
68 H 0.70 -4.53 -0.54  0.1050
69 H -1.88 -5.31 1.03  0.0590
70 H 5.60 7.59 1.63  0.0946
71 C -3.55 2.71 1.31  -0.0866
72 H 0.25 -0.32 -6.88  0.0961
73 C -3.90 -1.77 1.21  -0.0302
74 H -2.00 2.26 -1.70  0.0545
75 H 7.01 -1.27 -2.88  0.0944
76 H -1.55 2.09 -7.80  0.0995
77 H -2.57 -2.42 6.30  0.1093
78 C 1.08 -4.74 0.47  -0.2129
79 O -2.86 2.17 3.85  -0.2780
80 H 3.85 -6.59 -0.60  0.0687
81 C -1.41 1.08 -7.40  -0.2699
82 H 3.08 -5.20 1.19  0.1047
83 H 3.55 1.59 -0.85  0.1002
84 H -0.32 -1.98 -2.05  0.0882
85 C 2.20 1.59 -5.84  -0.2231
86 O -1.92 5.41 -0.18  -0.3134
87 H 0.84 -1.37 2.81  0.0488
88 C 2.57 -5.05 0.23  -0.2816
89 C 6.01 1.70 3.34  -0.1040
90 C 0.66 1.61 -5.96  -0.2367
91 H -1.31 -2.26 5.05  0.1066
92 H -1.46 1.02 -2.93  0.0475
93 C 5.18 5.47 1.68  -0.0862
94 C -1.07 7.22 -1.91  -0.0885
95 H -1.10 -2.62 2.26  0.0611
96 H 0.64 0.63 -1.92  0.0833
97 H -4.79 -2.93 -1.77  0.0843
98 H 1.20 -2.64 1.07  0.0790
99 H 6.22 5.17 1.76  0.0951
100 H -4.89 2.91 -4.09  0.0774
101 H -4.04 0.24 0.48  0.0803
102 H 3.21 -2.82 6.98  0.0952
103 H 4.65 -1.85 -3.12  0.0966
104 H -0.29 7.35 -2.67  0.0686
105 H -0.73 -0.82 -4.25  0.0367
106 H 3.03 -4.15 -0.18  0.1031
107 H 7.51 1.60 1.83  0.0945
108 H -6.91 0.70 -4.63  0.0936
109 H 0.23 1.57 2.69  0.1057
110 H 0.56 -5.62 0.82  0.1016
111 S -1.02 5.47 -1.36  0.6704
112 H 7.66 0.92 -1.75  0.0983
113 H -2.56 -4.39 2.41  0.0559
114 H 2.26 -7.09 -0.06  0.0760
115 C 4.99 -0.63 2.23  -0.0999
116 O -4.97 1.92 -1.27  -0.3065
117 H -0.48 -0.21 6.51  0.0640
118 H -0.29 2.57 0.42  0.0970
119 C 6.61 1.14 2.22  -0.0922
120 H -2.12 1.08 -6.58  0.0870
121 H -3.38 2.07 -3.54  0.0297
122 C -4.38 -0.30 1.36  -0.2758
123 H 2.59 0.60 -5.60  0.0979
124 H 4.54 -4.15 5.35  0.0780
125 C 4.04 -3.23 5.05  -0.0502
126 O -0.61 -2.59 7.04  -0.2964
127 H 0.13 1.34 -5.04  0.0905
128 C -2.82 -3.88 -1.85  -0.1972
129 O 0.39 -4.23 5.34  -0.3307
130 H -2.83 -1.63 1.36  0.0516
131 H -2.11 0.02 5.89  0.0796
132 H 2.56 -6.23 -1.62  0.0716
133 H 6.66 -0.55 0.87  0.0940
134 C -2.04 4.12 -4.95  -0.0594
135 C -4.42 1.96 -3.83  -0.1138
136 C 2.88 4.93 1.45  -0.0774
137 H -2.21 3.05 -5.07  0.0443
138 C 4.95 -0.94 -2.61  -0.0954
139 H -1.90 0.57 -1.29  0.0630
140 H -4.52 2.91 0.87  0.0511
141 H -1.56 0.36 -9.43  0.0787
142 O -5.32 -0.26 -2.64  -0.3154
143 O -5.29 1.83 3.16  -0.3105
144 S -3.85 1.76 2.92  0.6763
145 C -1.03 4.42 -3.84  -0.2416
146 S -0.06 -4.15 6.75  0.6932
147 H -2.52 -3.74 -0.81  0.0730
148 H 0.76 -0.44 0.48  0.0982
149 H -1.09 -2.99 0.54  0.0700
150 O 0.34 4.97 -1.28  -0.2886
151 H 0.71 -0.33 4.21  0.0471
152 C -4.82 -4.80 -0.66  -0.1323
153 H -0.36 5.23 -4.11  0.1160
154 H -0.77 -2.28 -5.08  0.0633
155 O -1.82 4.76 -2.67  -0.2995
156 O -6.96 1.71 -2.86  -0.2820
157 H -7.96 -0.84 -2.95  0.0669
158 H 3.67 2.10 -4.19  0.0576
159 C 4.83 6.83 1.55  -0.0932
160 H -3.00 4.62 -4.81  0.0811
161 C 2.13 -0.46 8.23  -0.0653
162 C 0.30 1.73 0.05  -0.1797
163 C -0.39 -1.85 -4.15  -0.1138
164 H -2.82 2.26 0.63  0.0421
165 C 4.28 1.04 -1.42  -0.1056
166 H 2.98 -0.59 -2.15  0.0903
167 H -2.11 7.31 -2.22  0.0708
168 H -0.71 -0.73 3.35  0.0579
169 H 1.53 -1.29 7.86  0.0385
170 H -1.07 -5.26 2.59  0.0661
171 H 4.52 1.63 4.74  0.0805
172 C 6.10 -0.04 1.64  -0.0834
173 H 2.46 3.44 -4.63  0.0680
174 C 6.30 -0.54 -2.53  -0.0861
175 C 0.75 0.70 2.29  -0.2178
176 H 4.60 -1.56 1.83  0.0999
177 H -1.60 -6.09 6.42  0.0686
178 H 3.28 8.21 0.97  0.0953
179 C 3.97 -0.17 -2.03  -0.1026
180 O 4.29 0.72 7.03  -0.2978
181 O 2.00 1.19 6.03  -0.2986
182 C 4.33 -0.05 3.28  -0.0953
183 H -4.77 -4.39 -2.73  0.1053
184 H -1.94 -5.08 7.88  0.0622
185 C -8.58 -0.08 -3.43  -0.0518
186 H -1.81 -0.41 7.55  0.0883
187 H 1.12 -3.67 2.45  0.0909
188 S -5.38 1.21 -2.50  0.7161
189 H 0.38 2.59 -6.35  0.1007
190 C 4.18 4.52 1.72  -0.0882
191 H 0.53 2.35 -2.01  0.0597